No. 1
16
Properties=species:S:1:pos:R:3:lowdin_charge:R:1 method="wB97M-V/def2-TZVPD" e_lumo_ev=0.52 smiles=N[C@H]1[C@@H](F)[C@@]1(S)CO homo_lumo_gap_ha=0.3311 multiplicity=1 e_homo_ev=-8.486 e_above_lowest_kcal_mol=75.6 total_charge=0
H -0.81 0.33 1.98 0.12
O -1.27 1.41 0.37 -0.18
H 1.83 1.00 -0.07 0.10
H 1.02 -2.47 -0.51 0.14
H -1.63 2.19 0.94 0.14
C 0.61 -0.31 -0.98 -0.35
C -0.28 0.49 1.02 -0.19
H 0.67 1.00 1.07 0.09
C 0.95 -1.50 -0.13 -0.23
C -0.28 -0.77 0.12 -0.69
H 0.27 -0.70 -1.87 0.11
H -2.77 -0.39 -0.39 -0.08
N 1.29 0.93 -0.99 0.02
F 1.78 -1.49 0.96 0.02
H 0.50 1.78 -1.30 0.20
S -1.89 -1.50 -0.22 0.78


No. 2
66
Properties=species:S:1:pos:R:3:lowdin_charge:R:1 method="wB97M-V/def2-TZVPD" e_lumo_ev=0.35 homo_lumo_gap_ha=0.3596 multiplicity=1 e_homo_ev=-9.436 total_charge=0
I 0.16 4.70 1.94 0.85
H 2.62 -1.14 -1.46 0.08
H -0.38 -5.12 -0.31 0.12
B -2.94 2.78 -3.01 -0.67
C -4.74 -0.23 -2.30 -0.02
H 1.11 -2.95 -0.29 0.09
C 0.37 -6.92 0.70 -0.17
C 2.10 -1.07 -0.51 -0.06
B -1.32 1.13 -3.36 -0.49
H -0.35 0.02 -1.27 0.11
H -5.75 2.29 -0.27 0.12
H 4.27 2.61 4.39 0.12
C 1.94 -5.53 1.80 -0.20
O -1.96 3.67 -2.61 0.36
H 2.77 -1.49 0.23 0.07
H 2.23 -5.12 2.77 0.12
H -0.99 -5.35 1.34 0.12
H 0.84 2.79 -0.77 0.13
H -1.68 -1.03 -3.82 0.11
C -5.22 2.17 -2.88 -0.40
H 4.47 4.69 1.19 0.12
H -0.01 -0.51 -3.78 0.13
O -4.24 3.14 -2.76 0.27
C -4.64 -1.26 -1.36 -0.07
C -0.97 -0.39 -3.29 -0.01
H 6.37 3.82 4.47 0.11
C -0.76 -0.81 -1.85 -0.22
H -4.81 -1.80 0.69 0.10
H 4.53 5.41 4.15 0.11
H 2.05 -7.71 1.89 0.11
C -0.25 4.53 -0.19 -0.82
O -2.60 1.60 -3.64 0.34
H -0.73 2.48 -0.10 0.12
H 3.11 5.15 2.22 0.04
C -5.12 1.05 -1.90 -0.14
H 0.74 -7.00 2.83 0.11
C 4.77 2.75 3.42 -0.21
H 1.90 -0.04 -0.23 0.06
O 0.16 -1.88 -1.77 -0.14
H -5.56 0.45 1.40 0.10
O -6.11 2.32 -3.63 0.21
B -0.83 3.00 -2.20 -0.51
O 0.95 -4.68 1.21 -0.17
C 5.85 3.82 3.51 -0.17
C 0.84 -1.93 -0.53 -0.27
H 2.82 -5.54 1.15 0.12
C 1.31 -6.91 1.90 -0.17
C -0.12 -5.48 0.69 -0.20
O 3.81 3.23 2.48 -0.16
O -0.32 2.05 -3.08 0.31
C -0.18 3.15 -0.77 -0.06
H 6.60 3.67 2.73 0.11
H 5.15 1.79 3.09 0.12
H -4.32 -2.23 -1.70 0.11
O -0.48 5.51 -0.80 0.06
C 4.06 4.61 2.20 -0.23
C -5.43 1.30 -0.56 -0.01
H -1.70 -1.08 -1.36 0.12
H 0.16 -1.61 0.26 0.12
H 0.94 -7.13 -0.21 0.11
C 5.06 5.09 3.24 -0.17
H -0.44 -7.64 0.78 0.11
C -5.33 0.27 0.36 -0.07
H -4.53 -0.40 -3.34 0.13
H 5.66 5.93 2.89 0.11
C -4.92 -1.00 -0.02 -0.08


No. 3
19
Properties=species:S:1:pos:R:3:lowdin_charge:R:1 method="wB97M-V/def2-TZVPD" e_lumo_ev=0.48 smiles=CCSSC.O.O homo_lumo_gap_ha=0.3056 multiplicity=1 e_homo_ev=-7.834 e_above_lowest_kcal_mol=19.1 total_charge=0
S -0.18 1.81 0.19 0.47
H 1.37 -0.62 -0.93 0.04
C 0.16 3.43 0.96 -0.46
H 0.32 4.10 0.11 0.02
H 0.83 -1.60 1.93 0.06
S 0.74 0.67 1.69 0.51
H -0.76 3.78 1.41 0.02
H -0.10 1.04 -2.11 -0.07
C 0.59 -1.03 1.03 -0.59
H 0.95 3.40 1.71 0.02
H -0.47 -1.20 0.86 0.06
C 1.53 -1.30 -0.10 -0.17
H -2.87 -3.17 -0.67 0.03
O 0.15 0.43 -2.81 -0.09
O -2.91 -3.47 0.24 -0.06
H 1.48 -2.31 -0.47 0.07
H 2.57 -1.11 0.18 0.07
H 0.37 1.00 -3.56 0.04
H -3.79 -3.86 0.34 0.03


No. 4
12
Properties=species:S:1:pos:R:3:lowdin_charge:R:1 method="wB97M-V/def2-TZVPD" e_lumo_ev=0.98 smiles="CC1=C(C)N1" homo_lumo_gap_ha=0.3071 multiplicity=1 e_homo_ev=-7.375 e_above_lowest_kcal_mol=124.8 total_charge=0
C -0.79 -0.22 0.21 -0.30
H -2.10 1.32 -0.46 0.07
H -2.78 -0.36 -0.16 0.06
H 2.32 1.07 0.77 -0.01
C 2.36 0.24 0.18 0.04
H -2.46 0.82 1.06 0.07
C -2.13 0.42 0.12 -0.05
H -0.28 -1.50 -1.40 0.03
H 2.86 -0.74 0.56 0.10
C 0.58 -0.11 0.26 0.01
H 2.59 0.50 -0.76 -0.01
N -0.17 -1.44 -0.39 -0.03